# C16H18ClN2OsS2

A molecular structure, C16H18ClN2OsS2 (wB97M-V/def2-TZVPD, the Open Molecules 2025 dataset).

XYZ file:
```
40
Properties=species:S:1:pos:R:3:lowdin_charge:R:1
Os 0.83 1.05 -1.15 0.80
C 2.18 1.47 1.67 -0.06
N 0.92 0.92 1.08 -0.32
C 0.86 -0.55 1.23 -0.18
C -0.42 -1.00 0.59 -0.13
N -0.48 -0.64 -0.87 -0.25
C -1.90 -0.42 -1.27 -0.06
C 0.14 -1.60 -1.82 -0.31
C 0.19 -2.96 -1.57 -0.01
C 0.75 -3.80 -2.53 -0.05
C 1.22 -3.29 -3.73 -0.05
C 1.12 -1.93 -3.99 -0.08
C 0.58 -1.09 -3.03 -0.62
S 0.47 0.65 -3.32 0.64
C -0.19 1.62 1.73 -0.30
C -0.39 1.52 3.10 -0.02
C -1.38 2.28 3.71 -0.04
C -2.17 3.14 2.96 -0.05
C -1.99 3.22 1.59 -0.08
C -1.00 2.46 0.97 -0.56
S -0.81 2.54 -0.77 0.69
H 2.24 1.22 2.73 0.10
H 2.18 2.55 1.56 0.11
H 3.04 1.05 1.15 0.03
H 0.91 -0.86 2.27 0.14
H 1.72 -0.97 0.71 0.08
H -1.26 -0.51 1.06 0.13
H -0.55 -2.07 0.74 0.12
H -2.45 -1.35 -1.13 0.12
H -1.94 -0.13 -2.32 0.08
H -2.33 0.36 -0.66 0.06
H -0.20 -3.39 -0.66 0.11
H 0.81 -4.87 -2.32 0.12
H 1.66 -3.95 -4.47 0.12
H 1.48 -1.52 -4.92 0.12
H 0.23 0.87 3.70 0.12
H -1.52 2.20 4.78 0.12
H -2.92 3.74 3.44 0.12
H -2.61 3.88 0.99 0.11
Cl 2.97 0.18 -1.22 0.12
```

Its maximum force is 2.3 eV/A. Its total energy is -2077.0314 Eh. As for the HOMO-LUMO gap: 5.27 eV. For the HOMO energy, the calculation gives -11.01 eV. The charge is +1.